(1)
Molecular formula: C45H37F6N5O6PReS4Si
Method: DFT, wB97M-V/def2-TZVPD

```
106
Properties=species:S:1:pos:R:3:forces:R:3
Re 0.914 -0.016 0.707 0.661 -1.769 -0.279
C -1.011 -1.748 4.620 -0.026 0.044 0.003
O -0.072 -1.259 3.656 -0.274 0.170 -0.170
C 0.906 -0.450 4.076 0.184 -0.294 0.454
S 1.199 -0.048 5.632 -0.144 0.046 -0.106
S 2.028 0.006 2.830 -0.241 0.234 -0.388
H -1.593 -2.511 4.105 0.028 0.051 -0.065
H -1.652 -0.933 4.954 0.003 0.026 0.052
H -0.491 -2.172 5.476 -0.001 -0.002 0.008
F 2.896 -0.182 -0.019 -0.940 0.303 0.581
P 4.330 -0.842 -0.832 0.741 -0.406 -0.340
F 5.594 -1.446 -1.579 -0.058 0.090 0.072
F 3.629 -0.384 -2.199 -0.031 -0.028 0.083
F 4.844 -1.250 0.621 -0.058 0.047 -0.051
F 3.537 -2.246 -0.916 -0.140 0.172 0.062
F 4.968 0.601 -0.670 -0.084 -0.024 0.020
C 3.976 4.105 -2.565 0.008 -0.007 -0.044
C 3.983 4.663 -1.296 0.042 0.067 0.025
C 3.146 4.164 -0.309 -0.053 -0.004 -0.030
C 2.283 3.097 -0.571 -0.006 -0.264 0.280
C 2.277 2.560 -1.859 0.009 0.009 -0.001
C 3.114 3.056 -2.847 -0.034 0.000 0.000
Si 1.084 2.484 0.777 -0.048 1.399 -0.239
C 1.721 3.149 2.441 -0.041 -0.107 -0.275
C 3.085 3.133 2.745 -0.033 -0.044 -0.040
C 3.552 3.595 3.964 0.044 -0.032 0.003
C 2.657 4.067 4.915 -0.010 0.022 -0.011
C 1.302 4.101 4.626 -0.028 0.003 0.079
C 0.839 3.647 3.399 -0.023 -0.110 -0.080
C -0.476 3.529 0.438 0.033 -0.386 -0.001
C -1.676 3.026 -0.053 0.012 0.077 -0.009
C -2.777 3.843 -0.275 -0.005 -0.001 -0.044
C -2.681 5.204 -0.032 -0.074 -0.029 -0.032
C -1.481 5.737 0.417 0.015 0.055 0.019
C -0.396 4.907 0.651 0.089 -0.042 0.035
H 4.640 4.484 -3.331 -0.003 0.011 0.005
H 4.650 5.486 -1.069 -0.005 0.000 -0.004
H 3.163 4.613 0.677 0.048 0.014 -0.049
H 1.615 1.742 -2.100 0.037 0.003 -0.039
H 3.095 2.613 -3.835 0.023 0.004 0.001
H 3.790 2.735 2.022 0.023 0.024 0.037
H 4.614 3.577 4.175 -0.008 -0.031 0.026
H 3.015 4.395 5.883 0.003 0.054 -0.020
H 0.599 4.475 5.360 0.005 -0.022 0.012
H -0.224 3.662 3.187 0.016 0.022 0.059
H -1.757 1.978 -0.295 -0.026 -0.083 -0.037
H -3.701 3.416 -0.644 -0.029 -0.013 -0.028
H -3.537 5.845 -0.206 0.024 0.027 0.017
H -1.391 6.803 0.588 0.004 -0.005 0.008
H 0.536 5.331 1.009 -0.045 0.056 0.013
O 0.463 0.054 -1.398 -0.068 0.584 -0.111
C 0.060 -1.051 -0.943 0.173 -0.025 1.530
O -1.694 1.358 2.923 0.108 -0.190 -0.032
C -2.027 0.597 2.064 0.063 0.247 0.422
N -3.274 0.105 1.804 -0.098 -0.240 -0.083
C -3.365 -0.555 0.509 -0.364 0.129 -0.165
C -1.890 -0.613 0.217 0.219 0.038 0.127
O -1.399 -1.227 -0.801 -0.281 0.031 -0.168
N -1.147 0.006 1.089 0.286 -0.154 -0.298
C -4.132 0.313 -0.510 0.224 0.010 -0.069
C -5.391 0.781 -0.146 0.016 0.003 0.012
C -6.123 1.567 -1.019 -0.027 0.025 0.044
C -5.609 1.888 -2.268 0.021 -0.030 -0.033
C -4.368 1.401 -2.643 -0.059 0.037 -0.021
C -3.631 0.611 -1.771 0.041 -0.004 0.023
C -4.015 -1.938 0.531 0.147 -0.095 0.022
C -4.694 -2.397 1.650 0.061 0.071 0.087
C -5.350 -3.620 1.611 -0.049 -0.061 0.017
C -5.318 -4.394 0.463 0.006 -0.020 0.034
C -4.620 -3.947 -0.650 0.012 0.021 -0.016
C -3.982 -2.719 -0.624 0.007 -0.007 0.061
H -4.074 0.537 2.234 0.049 0.154 -0.023
H -5.815 0.517 0.817 -0.012 0.015 0.000
H -7.098 1.934 -0.725 0.000 -0.020 0.017
H -6.178 2.511 -2.945 0.000 -0.007 -0.004
H -3.960 1.642 -3.616 0.007 -0.011 0.005
H -2.669 0.239 -2.099 0.004 0.017 0.021
H -4.711 -1.809 2.560 0.013 -0.011 -0.031
H -5.886 -3.969 2.484 0.002 0.018 0.006
H -5.833 -5.345 0.435 0.018 -0.008 0.007
H -4.569 -4.552 -1.546 -0.016 0.007 -0.002
H -3.454 -2.377 -1.503 0.001 0.031 -0.042
N 5.166 -4.914 -4.901 -0.046 0.012 -0.009
C 3.968 -4.507 -4.378 -0.155 0.014 -0.032
C 2.986 -5.447 -4.029 0.072 -0.035 -0.002
C 1.779 -5.036 -3.507 -0.049 -0.001 0.048
C 1.536 -3.676 -3.365 -0.365 0.115 0.206
C 2.478 -2.724 -3.739 0.013 0.014 -0.031
C 3.690 -3.138 -4.234 0.023 0.036 0.005
S 0.051 -3.117 -2.647 0.142 -0.144 0.032
O -0.534 -2.042 -3.384 0.171 0.168 0.069
O -0.763 -4.220 -2.233 0.223 -0.067 -0.017
N 0.623 -2.327 -1.205 -0.487 -0.057 -0.713
C 0.940 -3.030 -0.060 0.165 -0.692 0.041
S 1.325 -4.706 -0.012 -0.029 0.224 0.123
C 1.634 -4.550 1.683 -0.049 0.055 -0.151
C 1.419 -3.284 2.087 0.238 0.015 0.225
N 1.020 -2.421 1.094 -0.189 0.584 -0.655
H 5.423 -5.878 -4.790 0.064 0.009 0.018
H 5.924 -4.255 -4.896 0.037 -0.033 0.005
H 3.189 -6.503 -4.160 -0.003 -0.001 0.016
H 1.021 -5.747 -3.205 0.043 -0.035 -0.024
H 2.258 -1.673 -3.615 0.091 0.011 0.009
H 4.445 -2.406 -4.490 -0.007 0.007 -0.010
H 1.950 -5.397 2.266 0.000 0.013 0.014
H 1.558 -2.894 3.083 0.005 -0.091 -0.075
```
Positions in Å, forces in eV/Å.

Computed properties:
HOMO energy (alpha / beta) in eV: -8.0 / -8.1
Expectation value of S²: 2.04
E_tot in Ha: -5363.59948
HOMO-LUMO gap (alpha / beta) in eV: 7.40 / 6.55
Relative energy (zero: lowest compared OMol25 entry of this formula, charge and spin) in kcal/mol: 57.6
Spin multiplicity: 3
LUMO energy (alpha / beta) in Eh: -0.0225 / -0.0578
F_max in hartree/bohr: 0.0371

***

(2)
Molecular formula: C4H10S
Method: DFT, wB97M-V/def2-TZVPD

```
15
Properties=species:S:1:pos:R:3:forces:R:3
C 0.407 2.192 -3.193 0.166 -0.041 0.328
C 0.766 2.606 -1.987 -0.728 0.391 -0.245
H -0.549 1.714 -3.354 0.096 -0.330 -0.030
H 1.062 2.315 -4.038 -0.040 0.227 -0.299
H 0.107 2.429 -1.148 0.027 0.082 0.136
H 1.588 3.288 -1.839 0.474 -0.339 0.125
C 0.540 -0.567 1.696 -0.831 0.846 -0.937
S -0.843 -1.271 0.755 0.154 -0.245 0.071
C -1.276 -2.704 1.750 -0.169 0.271 0.414
H 0.183 -0.088 2.600 0.098 -0.312 0.369
H 1.403 -1.205 1.826 0.029 -0.216 0.073
H 0.776 0.262 1.020 0.500 -0.080 0.201
H -2.237 -3.093 1.428 0.000 -0.019 -0.233
H -1.400 -2.399 2.787 0.030 0.004 0.117
H -0.526 -3.478 1.697 0.195 -0.239 -0.090
```
Positions in Å, forces in eV/Å.

Computed properties:
HOMO energy in eV: -8.5
E_tot in Ha: -556.53650
HOMO-LUMO gap in eV: 9.62
Relative energy (zero: lowest compared OMol25 entry of this formula, charge and spin) in kcal/mol: 28.5
LUMO energy in Eh: 0.0407
F_max in hartree/bohr: 0.0294
SMILES string: C=C.CSC

***

(3)
Molecular formula: C4H13NPS
Method: DFT, wB97M-V/def2-TZVPD

```
20
Properties=species:S:1:pos:R:3:forces:R:3
C -0.921 0.381 -3.054 -3.786 2.127 -0.057
P -2.423 0.053 -1.967 0.828 -1.404 0.740
N -1.324 -0.339 -0.274 0.767 -0.119 -0.936
C -0.679 0.727 0.638 -0.393 1.519 -3.142
C 0.244 0.149 1.743 -0.397 0.450 -2.923
S 1.459 -1.082 1.033 -0.116 1.853 0.445
C 2.819 -0.458 2.073 3.181 -0.148 -2.613
H -0.188 -0.305 -2.767 1.786 -0.355 -0.080
H -0.907 1.493 -2.934 1.414 -0.899 0.281
H -1.276 0.348 -4.106 0.317 -0.736 0.528
H -2.550 -1.414 -2.205 0.196 1.299 0.363
H -0.577 -0.959 -0.692 -0.823 0.588 1.150
H -1.834 -0.809 0.456 -0.754 -1.234 -0.491
H -1.588 1.318 1.014 1.575 -0.685 -0.284
H -0.110 1.368 -0.195 -0.843 -0.990 2.432
H -0.304 -0.383 2.476 -0.597 0.056 1.077
H 0.659 1.123 2.016 0.649 -0.698 0.891
H 2.655 -0.911 2.993 -0.189 -0.077 2.006
H 3.018 0.663 2.056 -0.692 -1.577 0.068
H 3.826 -0.963 1.696 -2.122 1.031 0.545
```
Positions in Å, forces in eV/Å.

Computed properties:
HOMO energy in eV: -12.5
E_tot in Ha: -954.17570
HOMO-LUMO gap in eV: 8.55
Relative energy (zero: lowest compared OMol25 entry of this formula, charge and spin) in kcal/mol: 43.6
LUMO energy in Eh: -0.1461
Net charge: +1
F_max in hartree/bohr: 0.0845
SMILES string: CP[NH2+]CCSC

***

(4)
Molecular formula: C22H24NO5
Method: DFT, wB97M-V/def2-TZVPD

```
52
Properties=species:S:1:pos:R:3:forces:R:3
C -6.621 -0.294 2.037 -0.263 -0.079 0.179
C -5.120 -0.212 1.927 0.041 0.065 0.253
C -4.341 -1.375 1.840 -0.229 0.374 -0.131
C -2.996 -1.313 1.538 0.550 0.636 -0.019
C -2.331 -0.058 1.331 -1.622 -0.326 0.210
O -1.105 0.037 0.949 1.500 0.605 0.164
C -3.121 1.116 1.612 0.939 -0.653 -0.207
C -4.466 1.029 1.899 -0.396 -0.612 -0.104
H -7.064 0.710 2.057 0.063 -0.176 0.011
H -7.070 -0.832 1.187 0.177 0.171 0.152
H -6.954 -0.820 2.943 0.063 0.091 -0.094
H -4.825 -2.339 2.015 0.120 0.135 -0.235
H -2.392 -2.207 1.427 -0.100 -0.047 0.029
H -2.611 2.072 1.573 -0.024 0.023 -0.035
H -5.053 1.927 2.106 0.160 -0.098 -0.195
C 5.674 -1.599 2.651 -0.309 0.146 -0.417
N 5.296 -1.702 1.255 0.968 -0.967 0.268
C 6.427 -1.567 0.367 -0.339 0.101 0.105
C 3.990 -1.452 0.810 -1.295 0.486 -0.136
C 3.467 -0.141 0.824 0.072 -0.691 0.042
C 2.155 0.098 0.441 -0.168 -0.081 -0.021
C 1.331 -0.966 0.048 0.055 -0.086 0.342
C -0.033 -0.776 -0.495 -0.490 -0.554 -0.371
C -0.275 0.087 -1.566 -0.238 0.562 -0.672
C -1.679 0.155 -2.006 0.444 -0.938 0.507
O -2.548 -0.602 -1.626 0.293 0.597 -0.511
O -1.975 1.110 -2.940 0.317 0.749 -0.139
C -1.037 2.204 -3.031 0.033 -0.528 -0.311
C -1.368 2.964 -4.313 0.057 -0.321 0.284
C -1.115 3.085 -1.790 0.002 0.177 0.141
O 0.292 1.698 -3.246 -0.468 0.310 0.030
C 0.757 0.751 -2.371 -0.382 -0.498 0.920
O 1.939 0.494 -2.388 -0.026 0.238 -0.227
C 1.832 -2.278 0.091 -0.316 0.576 -0.391
C 3.156 -2.518 0.407 0.682 0.468 0.506
H 4.831 -1.845 3.307 0.161 0.047 -0.167
H 6.494 -2.308 2.824 -0.128 0.082 0.180
H 6.044 -0.592 2.903 -0.028 -0.009 0.152
H 6.123 -1.741 -0.670 0.096 0.020 0.204
H 6.884 -0.567 0.448 0.097 -0.017 -0.170
H 7.176 -2.309 0.672 0.090 0.096 -0.262
H 4.119 0.674 1.142 -0.195 -0.148 -0.079
H 1.773 1.121 0.441 -0.020 -0.381 -0.068
H -0.663 -1.671 -0.492 0.078 0.395 0.349
H -1.242 2.286 -5.160 -0.062 0.090 0.091
H -2.396 3.325 -4.280 0.041 0.000 0.010
H -0.677 3.802 -4.423 -0.074 -0.044 0.022
H -0.878 2.535 -0.868 -0.112 0.089 -0.329
H -0.414 3.922 -1.899 -0.089 -0.201 0.015
H -2.129 3.499 -1.708 0.210 -0.173 0.006
H 1.167 -3.091 -0.195 0.167 0.085 0.059
H 3.570 -3.526 0.397 -0.101 0.215 0.058
```
Positions in Å, forces in eV/Å.

Computed properties:
HOMO energy in eV: -3.6
E_tot in Ha: -1283.72104
HOMO-LUMO gap in eV: 6.36
Relative energy (zero: lowest compared OMol25 entry of this formula, charge and spin) in kcal/mol: 22.5
LUMO energy in Eh: 0.1014
Net charge: -1
F_max in hartree/bohr: 0.0324

***

(5)
Molecular formula: AsF6H28O14
Method: DFT, wB97M-V/def2-TZVPD

```
49
Properties=species:S:1:pos:R:3:forces:R:3
As -0.056 -0.474 -0.403 -0.366 0.387 -0.571
F 0.362 -1.544 -1.694 0.212 -0.311 0.302
F -1.555 -0.119 -1.228 0.273 0.037 0.258
F -0.563 0.587 0.905 0.424 -0.055 -0.141
F 1.498 -0.796 0.352 -0.428 0.054 0.500
F 0.774 0.843 -1.198 -0.523 -0.047 0.258
F -0.821 -1.764 0.456 0.243 -0.036 -0.051
O 1.804 -0.827 3.891 -0.059 0.086 0.035
H 1.275 -0.841 3.085 -0.002 -0.068 -0.061
H 2.590 -1.332 3.669 -0.003 0.000 -0.042
O 2.291 -3.401 -0.038 0.037 -0.005 -0.166
H 3.031 -3.415 0.574 -0.013 -0.017 0.025
H 2.133 -2.460 -0.205 0.139 -0.088 0.009
O -0.446 2.843 2.501 0.133 0.149 0.521
H 0.187 2.194 2.834 -0.041 -0.140 -0.182
H -1.192 2.791 3.106 -0.029 -0.008 -0.030
O -3.182 -0.658 2.518 -0.119 0.242 -0.050
H -2.518 -0.258 1.942 0.173 -0.110 -0.011
H -3.727 0.078 2.813 0.023 0.013 0.024
O 4.294 -0.119 -0.193 0.049 -0.099 -0.003
H 3.605 0.243 0.377 0.054 0.042 -0.033
H 4.982 -0.414 0.409 0.013 0.069 0.017
O -4.403 -1.982 0.059 -0.044 -0.137 -0.202
H -3.507 -1.992 -0.297 0.016 0.055 -0.023
H -4.421 -1.200 0.619 0.146 -0.102 0.196
O 2.663 1.965 1.533 -0.221 -0.068 0.021
H 2.459 2.817 1.930 0.071 0.042 -0.054
H 1.916 1.777 0.949 -0.025 -0.009 -0.105
O -0.218 -4.881 -0.248 -0.151 0.098 -0.174
H 0.308 -5.441 -0.822 0.018 0.001 0.003
H 0.234 -4.026 -0.272 0.131 -0.143 0.163
O 0.119 -0.334 -4.157 -0.157 0.100 -0.461
H 0.374 0.430 -3.629 0.177 -0.001 -0.021
H 0.306 -1.089 -3.597 -0.004 0.038 0.143
O 0.031 3.656 -2.748 0.313 0.266 0.045
H -0.902 3.672 -2.988 -0.028 -0.276 0.019
H 0.024 3.511 -1.791 -0.263 -0.240 -0.112
O -0.852 3.615 -0.065 0.154 0.229 0.190
H -0.453 4.486 0.031 -0.125 0.054 0.062
H -0.761 3.201 0.816 0.079 -0.052 -0.150
O -2.274 -4.387 1.634 -0.167 -0.059 -0.160
H -1.767 -4.537 0.819 0.031 -0.056 0.236
H -3.047 -3.880 1.361 0.028 0.092 0.042
O -2.873 2.420 -1.638 -0.074 0.052 0.164
H -2.469 1.563 -1.436 -0.046 0.053 -0.234
H -2.455 3.012 -0.998 0.045 -0.052 -0.114
O 2.429 2.055 -3.556 0.126 0.105 0.079
H 3.050 1.850 -2.850 -0.049 -0.133 0.012
H 1.725 2.562 -3.129 -0.172 0.050 -0.174
```
Positions in Å, forces in eV/Å.

Computed properties:
HOMO energy in eV: -7.7
E_tot in Ha: -3905.39512
HOMO-LUMO gap in eV: 9.53
Relative energy (zero: lowest compared OMol25 entry of this formula, charge and spin) in kcal/mol: 8.8
LUMO energy in Eh: 0.0668
Net charge: -1
F_max in hartree/bohr: 0.0152

***

Number 1 is which compound?
C45H37F6N5O6PReS4Si